Here is 2 unconnected molecules or ions with the total composition C4H8NO in a non-equilibrium geometry from the OMol25 dataset. Energies are from wB97M-V/def2-TZVPD.

Geometry as ORCA input:
```
! RIJCOSX wB97M-V def2-TZVPD def2/J DEFGRID3
* xyz 1 1
C -1.08401 -0.25585 0.02267
C -2.09654 0.31468 -0.54718
C 0.25000 -0.73231 0.12371
C 1.53341 -0.98398 -0.41915
N -0.50238 -0.81492 1.16873
O 0.85042 1.58602 0.33601
H -3.10062 0.30937 -0.09717
H -2.13402 0.50286 -1.60031
H 1.53331 -0.90932 -1.47503
H 2.01082 -1.89197 -0.13061
H 1.98198 -0.36176 0.29199
H 1.43531 2.32194 -0.16237
H -0.62752 -0.96080 2.22767
H -0.05018 1.87603 0.26105
*
```

Results
- relative energy (zero: lowest compared OMol25 entry of this formula, charge and spin) (kcal per mole) = 86.5
- LUMO level (eV) = -4.6
- gap between HOMO and LUMO (eV) = 9.9